Computed, not measured: C29H26LiN2O8PS2 as an isolated structure, with ωB97M-V/def2-TZVPD.

2S+1 = 1
E_HOMO = -2.1 eV
Charge = -2
Energy relative to the best compared isomer or geometry (same formula, charge and spin) = 0.275 eV
Calculated total energy = -2977.478008 a.u.

Each line ends with the Mulliken charge.
Atoms and positions in Å:
H -1.91263 5.31379 -4.56005  0.39
C 1.75286 3.04146 -2.07869  -0.60
O -0.18107 -1.56774 -1.11216  -0.60
C 1.72993 -1.30024 1.10682  -0.14
H 1.41937 -4.40204 1.82308  0.21
C -2.58702 0.11331 -2.77053  -0.75
H -4.20328 -1.00245 -3.61672  0.38
C -1.32101 0.66595 -2.97050  0.78
C 1.88626 0.64858 -2.26174  -0.49
H 4.91821 2.06837 -2.80952  0.34
C -3.23060 -0.56073 -3.79600  -0.58
H 3.04881 -4.57257 2.55234  0.39
H -1.79358 -3.44241 7.40761  0.35
H -0.86194 -0.28390 -6.19682  0.37
C 0.88849 -2.73784 5.37762  -0.69
O -0.51328 3.56468 1.12738  -0.63
H -3.07531 5.74539 -0.45188  0.36
C 2.64627 -2.05089 1.69098  -0.13
O -1.54738 -0.93923 5.29921  -0.50
O -2.18728 -1.01091 0.13235  -0.73
Li -1.41450 0.56759 1.00818  1.22
O -2.54436 2.15709 0.89456  -0.66
H -3.03881 0.17829 -1.78845  0.40
H 0.27793 0.91945 -4.38175  0.31
C 4.06652 -2.28423 1.30320  -1.52
H 3.81835 -0.15249 -2.71325  0.43
H 1.94567 -2.96007 5.34630  0.45
H 4.23792 -3.32039 0.99865  0.33
C -1.98386 3.97821 -0.93099  0.41
H -3.05006 6.62160 -2.78120  0.34
C -2.57250 5.67683 -2.54469  -0.52
C 3.23958 0.74872 -2.54542  -0.75
O -0.21771 -0.27793 2.08860  -1.19
H 1.61455 -4.59171 3.58769  0.42
H 1.18013 3.93727 -1.87298  0.40
C -2.61783 -0.70302 -5.03437  -0.44
O -1.82969 -3.30453 -0.60224  -0.84
H -0.85999 3.15954 -4.01176  0.32
C 0.41471 -1.35863 1.85040  1.14
C -1.92725 -2.30418 5.52069  -0.13
H -2.99562 -2.46636 5.40489  0.41
H 1.40593 -0.32232 -2.18700  0.67
C 3.85801 1.99281 -2.59660  -0.52
C -1.35527 -0.16687 -5.23810  -0.70
C -1.33909 3.73402 -3.22706  -0.09
C 3.11154 3.13676 -2.35457  -0.58
C -1.16111 -1.87616 4.30467  0.37
C 2.04806 -4.15894 2.68624  -1.12
C 1.12218 1.80042 -2.04257  0.05
H 0.64602 -3.61971 7.32993  0.33
H 4.73419 -2.06744 2.14113  0.29
C 0.11531 -3.13808 6.51313  -0.44
O -0.46548 -2.43706 1.15476  -0.37
C 0.27713 -2.23556 4.25496  0.29
H 3.58889 4.10984 -2.37186  0.38
C -1.34965 3.23224 -1.92572  -0.41
P -0.62096 1.57192 -1.52769  0.98
H -1.66202 -1.76533 3.35258  0.55
C -2.59080 5.18748 -1.24763  -0.49
H 4.32708 -1.63980 0.46462  0.40
C -1.93675 4.94633 -3.54032  -0.77
C -1.22840 -3.02365 6.58408  -0.90
N 0.86513 -2.15462 3.04911  0.35
C -0.71251 0.51436 -4.21211  -0.12
S -1.21153 -2.06061 -0.20174  1.11
H -3.11527 -1.24562 -5.83021  0.35
H 1.85266 -0.67581 0.23778  0.10
S -1.97927 3.55414 0.87095  0.42
N 2.15695 -2.70438 2.87037  -0.35